[1]
DFT (wB97M-V/def2-TZVPD) results for C48H57AsBrClN2O3SSbSi3Sn as an isolated structure in a non-equilibrium geometry.

Atoms and positions in Å:
Sn -1.400 -1.677 -0.051
S 1.016 0.603 2.945
C 0.972 0.987 4.653
C 2.045 0.809 5.535
C 1.954 1.192 6.856
C 0.697 1.658 7.327
C -0.371 1.837 6.436
C -0.235 1.542 5.073
As -1.488 1.739 3.580
C -2.475 3.142 4.611
C -3.569 2.999 5.531
C -4.210 4.125 6.042
C -3.812 5.391 5.619
C -2.720 5.507 4.761
C -1.997 4.388 4.365
C -2.621 0.143 3.794
C -2.033 -1.130 3.949
C -2.862 -2.214 4.187
C -4.256 -2.092 4.308
C -4.830 -0.806 4.107
C -4.042 0.287 3.801
H 2.928 0.336 5.096
H 2.761 1.094 7.560
H 0.539 1.989 8.356
H -1.290 2.220 6.808
H -3.931 2.028 5.817
H -5.032 3.936 6.742
H -4.326 6.264 6.023
H -2.443 6.501 4.407
H -1.058 4.529 3.818
H -0.954 -1.273 3.915
H -2.422 -3.201 4.227
H -4.964 -2.891 4.548
H -5.864 -0.699 4.280
H -4.516 1.289 3.562
C -2.840 2.860 -1.126
C -2.071 1.708 -0.828
N -2.595 0.466 -0.754
C -3.932 0.293 -1.061
C -4.803 1.407 -1.382
C -4.204 2.675 -1.406
C -6.222 1.208 -1.452
C -6.716 -0.057 -1.376
C -5.872 -1.219 -1.161
C -6.340 -2.567 -1.080
C -5.494 -3.607 -0.793
C -4.134 -3.397 -0.824
N -3.628 -2.158 -0.777
C -4.448 -1.050 -1.012
H -2.350 3.833 -1.204
H -1.016 1.846 -0.665
H -4.858 3.526 -1.645
H -6.910 2.069 -1.558
H -7.819 -0.204 -1.511
H -7.376 -2.744 -1.247
H -5.829 -4.646 -0.679
H -3.436 -4.248 -0.836
Br -1.293 -3.961 1.329
C -2.477 -0.395 -7.217
C -1.373 0.469 -6.700
C -1.091 1.702 -7.292
C -0.224 2.600 -6.651
Cl -0.068 4.164 -7.319
C 0.455 2.204 -5.512
C 0.268 0.909 -4.970
C -0.637 0.054 -5.543
O -0.867 -1.232 -5.050
C 0.180 -1.948 -4.391
C 0.254 -1.594 -2.851
O -0.704 -2.052 -2.116
O 1.255 -0.919 -2.510
H -2.213 -1.086 -8.060
H -3.286 0.274 -7.549
H -2.821 -1.131 -6.480
H -1.596 1.982 -8.207
H 1.188 2.867 -5.015
H 0.937 0.623 -4.154
H 1.197 -1.692 -4.730
H -0.049 -3.012 -4.458
C 5.187 -0.849 -4.665
Si 5.220 -1.828 -3.002
C 4.841 -3.620 -3.370
C 6.999 -1.680 -2.348
Sb 3.475 -1.070 -1.105
Si 4.114 1.310 -0.442
C 5.268 1.912 -1.833
C 4.715 1.247 1.350
C 2.559 2.344 -0.408
Si 3.825 -2.780 0.942
C 2.988 -2.293 2.553
C 5.682 -2.895 1.349
C 2.938 -4.296 0.116
H 4.832 -1.642 -5.401
H 6.200 -0.563 -4.918
H 4.569 0.031 -4.696
H 4.765 -4.255 -2.514
H 5.749 -3.960 -3.871
H 4.020 -3.752 -4.079
H 7.591 -2.592 -2.672
H 7.008 -1.672 -1.246
H 7.420 -0.738 -2.639
H 6.008 1.149 -2.185
H 5.866 2.789 -1.523
H 4.648 2.176 -2.695
H 4.059 1.849 2.035
H 5.721 1.704 1.368
H 4.821 0.211 1.700
H 1.882 1.858 -1.158
H 2.797 3.354 -0.771
H 2.086 2.291 0.581
H 1.907 -1.963 2.443
H 3.578 -1.465 3.014
H 3.066 -3.183 3.230
H 6.124 -1.897 1.462
H 6.253 -3.457 0.595
H 5.794 -3.476 2.302
H 3.075 -4.295 -0.989
H 1.826 -4.077 0.253
H 3.194 -5.298 0.473

Cartesian forces (eV/Å) of the 3 atoms listed first:
Sn 0.706 0.401 0.322
S 0.158 -0.042 -0.481
C -0.201 0.386 0.391

E_tot = -9189.54185 Ha
spin multiplicity = 1
ΔE to the lowest compared entry with this formula, charge and spin = 1.483 eV
charge = +1
HOMO (alpha / beta) = -9.8 / -9.7 eV



[2]
DFT (wB97M-V/def2-TZVPD) results for a 13-piece molecular cluster, H26O13 overall in a non-equilibrium geometry.

Atoms and positions in Å:
H -1.124 0.069 0.141
H -0.974 1.041 -1.018
H -2.528 -1.273 2.001
H -1.962 -2.678 2.128
H 0.345 0.715 -3.324
H -1.162 0.712 -3.523
H -2.511 -2.880 -2.681
H -1.956 -1.573 -3.222
H 0.914 1.858 -0.318
H 1.309 1.293 1.037
H 1.499 1.625 3.210
H 2.520 0.650 2.649
H 4.643 0.982 0.084
H 3.518 1.996 -0.046
H 3.245 -1.313 -1.569
H 3.741 -2.736 -1.375
H -3.678 4.233 1.143
H -2.195 4.446 0.884
H 0.314 -3.095 -0.292
H -1.171 -3.412 -0.221
H 0.855 -0.478 -1.130
H 0.957 0.907 -1.748
H -0.710 -2.854 4.380
H 0.253 -2.775 3.206
H -1.192 3.252 -0.891
H -2.573 2.626 -0.991
O -0.536 0.298 -0.587
O -2.367 -1.972 2.645
O -0.332 0.629 -4.006
O -2.775 -2.074 -3.139
O 1.099 1.027 0.134
O 2.429 1.555 2.968
O 3.832 1.277 0.514
O 3.026 -2.140 -1.125
O -2.858 4.484 1.583
O -0.305 -3.782 -0.018
O 1.496 0.161 -1.462
O -0.630 -3.078 3.446
O -2.127 3.450 -0.766

Cartesian forces (eV/Å) of the 3 atoms listed first:
H -0.094 0.068 0.097
H -0.383 -0.285 -0.004
H -0.413 0.030 0.100

E_tot = -993.43858 Ha
spin multiplicity = 1
ΔE to the lowest compared entry with this formula, charge and spin = 9.106 eV
HOMO = -9.2 eV



[3]
DFT (wB97M-V/def2-TZVPD) results for C21H28ClDyN3O2S as an isolated structure in a non-equilibrium geometry.

Atoms and positions in Å:
Dy -1.653 -0.134 0.968
Cl -3.394 1.119 2.700
N -0.112 2.212 0.551
N -0.503 -2.359 0.827
C -0.904 2.960 -0.166
C -0.890 -3.095 -0.193
C 1.072 3.069 0.876
C 0.551 4.487 0.559
C 2.270 2.740 -0.005
C 1.464 2.950 2.341
H 2.061 2.965 -1.060
H 2.529 1.681 0.091
H 3.142 3.336 0.302
H 0.617 3.239 2.976
H 2.317 3.608 2.564
H 1.739 1.921 2.578
C 0.613 -3.095 1.497
C 0.734 -4.387 0.669
C 0.234 -3.435 2.940
C 1.908 -2.302 1.464
H 2.174 -2.060 0.428
H 2.721 -2.879 1.933
H 1.791 -1.371 2.020
H -0.632 -4.109 2.935
H -0.005 -2.529 3.504
H 1.076 -3.943 3.433
O -0.290 -4.278 -0.357
H 0.542 -5.301 1.245
H 1.700 -4.491 0.161
O -0.643 4.270 -0.243
H 1.228 5.112 -0.035
H 0.263 5.042 1.459
C -2.092 2.354 -0.954
C -1.979 -2.643 -1.196
C -1.515 -1.343 -1.854
H -2.877 -2.536 -0.553
H -2.139 -3.463 -1.898
C -1.721 -0.134 -1.286
C -1.565 1.157 -1.736
H -2.931 -0.170 2.685
C -0.690 1.233 -2.809
C -0.175 0.017 -3.320
C -0.358 2.566 -3.361
C -0.598 -1.259 -2.924
H 0.540 0.081 -4.139
C -0.162 -2.540 -3.557
H 0.476 -2.289 -4.427
H -1.082 -3.087 -3.895
H 0.392 -3.201 -2.837
H -1.321 3.141 -3.449
H 0.100 2.425 -4.371
H 0.341 3.156 -2.695
H -2.548 3.147 -1.572
H -2.839 2.114 -0.130
S 0.641 0.327 5.195
C 0.359 0.070 3.639
N 0.023 -0.069 2.480

Cartesian forces (eV/Å) of the 3 atoms listed first:
Dy -0.410 0.133 1.578
Cl -1.036 3.099 0.306
N -0.330 1.618 -1.664

E_tot = -2875.15254 Ha
spin multiplicity = 6
expectation value of S² = 9.565
ΔE to the lowest compared entry with this formula, charge and spin = 0.769 eV
charge = -1
HOMO (alpha / beta) = -2.1 / -0.8 eV



[4]
DFT (wB97M-V/def2-TZVPD) results for one molecule with the formula C5H10N2O in a non-equilibrium geometry.

Atoms and positions in Å:
O -1.300 -1.551 1.763
C -0.608 -1.129 0.854
C -1.068 0.250 0.174
C 0.093 1.091 -0.408
C 1.239 0.171 -0.921
C 0.876 -0.520 -2.032
N 2.598 0.495 -0.650
N -1.859 1.044 1.086
H 0.345 -1.557 0.400
H -1.950 -0.023 -0.555
H -0.379 1.679 -1.185
H 0.518 1.673 0.401
H -0.090 -0.507 -2.461
H 1.498 -1.241 -2.529
H 2.794 0.762 0.324
H 3.302 -0.176 -0.870
H -2.743 0.748 1.391
H -1.264 1.088 1.927

Cartesian forces (eV/Å) of the 3 atoms listed first:
O 1.494 -0.208 -1.047
C -1.123 1.413 -0.172
C -2.352 -1.736 -0.479

E_tot = -381.19167 Ha
SMILES string = C=C(N)C[C@H](N)C=O
spin multiplicity = 1
ΔE to the lowest compared entry with this formula, charge and spin = 2.551 eV
HOMO = -8.4 eV



[5]
DFT (wB97M-V/def2-TZVPD) results for one molecule with the formula C8H12N2O in a non-equilibrium geometry.

Atoms and positions in Å:
C 0.122 2.324 -0.533
C -1.577 0.786 0.570
C -2.453 1.668 1.003
C -0.484 1.036 -0.649
C 0.439 -0.175 -0.421
C 1.021 -0.688 -1.735
C 1.558 0.184 0.563
C -0.002 -2.337 0.757
N 0.597 3.361 -0.435
N -0.518 -1.168 0.093
O -1.382 -0.466 1.020
H -3.143 1.414 1.786
H -2.478 2.656 0.587
H -1.038 0.963 -1.588
H 1.633 -1.569 -1.561
H 1.645 0.084 -2.180
H 0.225 -0.947 -2.428
H 2.236 -0.656 0.693
H 1.143 0.460 1.533
H 2.126 1.030 0.183
H 0.680 -2.119 1.586
H -0.856 -2.892 1.141
H 0.506 -2.948 0.014

Cartesian forces (eV/Å) of the 3 atoms listed first:
C 0.115 0.316 -0.055
C 1.881 0.542 -2.249
C -0.035 -0.318 0.179

E_tot = -496.69514 Ha
SMILES string = C=C1ON(C)C(C)(C)[C@@H]1C#N
spin multiplicity = 1
ΔE to the lowest compared entry with this formula, charge and spin = 2.651 eV
HOMO = -8.6 eV



[6]
DFT (wB97M-V/def2-TZVPD) results for C10H13F6MnN2O14S2 as an isolated structure in a non-equilibrium geometry.

Atoms and positions in Å:
Mn -12.481 12.133 10.928
C -10.464 15.169 10.616
F -10.396 14.344 9.598
F -9.425 16.001 10.588
F -11.584 15.887 10.552
S -10.414 14.281 12.250
O -9.492 13.192 12.179
O -10.135 15.302 13.202
N -11.983 13.576 12.274
S -12.613 14.210 13.624
O -11.928 13.830 14.835
O -12.981 15.601 13.515
C -14.223 13.304 13.848
F -14.047 11.984 13.907
F -14.804 13.691 14.964
F -15.005 13.563 12.791
O -14.161 11.234 10.822
H -14.892 10.671 11.059
N -10.517 11.490 8.394
O -11.198 11.002 7.491
O -11.002 11.547 9.577
O -9.386 11.944 8.200
C -15.156 17.602 8.393
C -14.676 16.683 9.498
C -15.774 15.757 10.037
O -15.125 14.496 10.152
C -14.005 14.501 9.404
O -13.256 13.580 9.343
O -13.813 15.694 8.828
H -15.737 18.413 8.858
H -15.789 17.083 7.680
H -14.353 18.126 7.878
H -14.099 17.164 10.284
H -16.660 15.679 9.408
H -16.076 16.105 11.026
C -8.349 8.996 15.277
C -8.541 9.731 13.987
C -8.477 8.936 12.689
O -9.357 9.696 11.850
C -10.305 10.232 12.646
O -11.272 10.793 12.271
O -9.976 10.067 13.942
H -8.838 8.023 15.271
H -8.847 9.581 16.052
H -7.304 8.873 15.556
H -8.038 10.691 13.869
H -8.844 7.916 12.797
H -7.486 8.978 12.241

Cartesian forces (eV/Å) of the 3 atoms listed first:
Mn -0.650 -1.634 -1.283
C 0.064 -0.238 0.288
F -0.037 0.060 -0.024

E_tot = -4098.32404 Ha
spin multiplicity = 6
expectation value of S² = 8.755
ΔE to the lowest compared entry with this formula, charge and spin = 0.257 eV
charge = -1
HOMO (alpha / beta) = -5.3 / -5.6 eV



[7]
DFT (wB97M-V/def2-TZVPD) results for one molecule with the formula C5H9NOS in a non-equilibrium geometry.

Atoms and positions in Å:
C 2.042 -0.627 0.862
C 0.560 -0.834 1.055
C -0.261 -0.867 -0.311
C -0.788 1.518 0.084
C -1.674 0.348 -1.867
H 2.472 -1.492 0.327
H 2.212 0.338 0.295
H 2.558 -0.535 1.877
H 0.358 -1.842 1.453
H 0.066 -0.139 1.755
H -1.330 2.293 -0.462
H -1.261 1.293 1.071
H 0.240 1.796 0.276
H -1.612 -0.510 -2.520
N -0.878 0.295 -0.745
O -2.350 1.322 -2.083
S -0.353 -2.358 -1.067

Cartesian forces (eV/Å) of the 3 atoms listed first:
C 0.882 1.057 0.514
C -2.034 -0.559 -0.756
C 0.497 -1.057 0.457

E_tot = -724.08530 Ha
SMILES string = CCC(=S)N(C)C=O
spin multiplicity = 1
ΔE to the lowest compared entry with this formula, charge and spin = 0.939 eV
HOMO = -8.7 eV



[8]
DFT (wB97M-V/def2-TZVPD) results for C46H28Cl2LaN9O3 as an isolated structure in a non-equilibrium geometry.

Atoms and positions in Å:
La -0.044 0.687 0.266
C 6.869 1.515 1.455
C 6.544 2.774 0.940
C 5.271 2.995 0.475
C 4.336 1.979 0.516
C 2.933 1.897 -0.040
N 2.926 2.346 -1.456
C 1.983 1.973 -2.250
C 2.011 2.404 -3.704
C 2.939 3.135 -4.396
C 2.609 3.409 -5.752
C 1.555 2.795 -6.387
C 0.620 2.095 -5.633
C 0.875 1.895 -4.308
C 0.187 1.085 -3.254
N -0.926 0.375 -3.512
C -1.346 -0.630 -2.691
N -0.816 -0.991 -1.492
C -1.317 -2.221 -1.110
N -0.874 -2.986 -0.107
C 0.164 -2.785 0.608
N 0.994 -1.657 0.654
C 2.115 -1.947 1.312
N 3.281 -1.334 1.489
C 3.431 -0.139 0.883
N 2.549 0.509 0.192
C 4.668 0.711 1.048
C 5.942 0.479 1.547
C 2.031 -3.360 1.787
C 2.920 -4.166 2.443
C 2.595 -5.508 2.661
C 1.351 -5.996 2.271
C 0.390 -5.184 1.639
C 0.835 -3.938 1.339
C -2.290 -2.644 -2.048
C -3.324 -3.644 -2.165
C -4.345 -3.522 -3.024
C -4.371 -2.442 -3.996
C -3.342 -1.552 -3.984
C -2.353 -1.581 -3.026
N 0.864 1.219 -2.100
H 7.856 1.301 1.821
H 7.342 3.540 0.870
H 4.993 3.939 0.001
H 3.751 3.473 -3.819
H 3.332 3.994 -6.330
H 1.371 2.950 -7.440
H -0.357 1.705 -6.047
H 6.236 -0.527 1.877
H 3.809 -3.717 2.789
H 3.297 -6.195 3.165
H 1.136 -7.053 2.472
H -0.539 -5.560 1.209
H -3.289 -4.361 -1.371
H -5.154 -4.250 -3.109
H -5.186 -2.423 -4.699
H -3.356 -0.714 -4.687
Cl -2.681 3.260 7.574
C -2.436 2.937 5.853
C -3.216 3.549 4.847
C -2.973 3.307 3.541
Cl -3.957 4.048 2.260
C -1.916 2.456 3.038
O -1.636 2.403 1.823
C -1.318 1.667 4.096
C -0.303 0.681 3.887
O -0.002 0.148 2.800
C -1.572 1.942 5.468
H -4.010 4.225 5.168
H 0.138 0.304 4.812
H -0.953 1.409 6.150
O -2.349 2.107 -0.642
C -3.434 1.327 -1.026
C -3.610 0.051 -0.178
C -4.547 -0.903 -0.522
C -4.630 -2.025 0.241
C -3.881 -2.125 1.423
C -2.921 -1.153 1.611
N -2.753 -0.103 0.825
H -2.492 2.484 0.263
H -3.238 0.944 -2.043
H -4.387 1.934 -1.006
H -5.073 -0.797 -1.498
H -5.249 -2.861 -0.061
H -3.844 -2.995 2.050
H -2.213 -1.263 2.414
C 1.883 2.644 0.756
H 2.031 2.529 1.841
H 1.858 3.715 0.442

Cartesian forces (eV/Å) of the 3 atoms listed first:
La 0.719 0.515 -0.030
C -0.006 -0.154 0.327
C 1.122 -0.272 0.349

E_tot = -3440.48357 Ha
spin multiplicity = 1
ΔE to the lowest compared entry with this formula, charge and spin = 0.000 eV
charge = -2
HOMO = -0.6 eV



[9]
DFT (wB97M-V/def2-TZVPD) results for C19H19F2N3O5S as an isolated structure in a non-equilibrium geometry.

Atoms and positions in Å:
C -0.211 1.504 3.675
H -1.027 0.769 3.627
O 0.109 1.418 2.187
C 1.250 2.429 1.917
C 2.830 1.974 2.169
C 3.115 0.840 1.446
N 2.057 -0.098 1.446
C 1.849 -1.232 2.271
C 2.541 -1.438 3.483
C 3.635 -0.680 3.838
N 4.515 -0.411 4.416
C 1.986 -2.526 4.437
O 1.027 -2.885 3.968
N 2.485 -2.663 5.559
H 3.520 -2.185 5.696
H 2.183 -3.232 6.276
S 0.365 -1.907 1.934
C 0.131 -1.173 0.471
C -0.990 -1.739 -0.437
C -1.531 -1.196 -1.526
C -2.495 -1.936 -2.101
C -3.232 -1.562 -3.097
C -2.705 -0.596 -4.016
C -1.581 0.201 -3.489
C -0.828 -0.475 -2.505
H -0.088 0.322 -2.174
O -0.723 1.307 -4.326
C -1.326 1.540 -5.510
H -0.505 2.503 -5.659
H -2.260 2.274 -5.387
H -1.348 0.810 -6.289
O -3.105 -0.284 -5.374
C -4.496 0.267 -5.323
F -5.310 -0.440 -4.830
F -4.481 1.469 -4.547
H -4.881 0.390 -6.319
H -3.920 -2.169 -3.766
H -3.212 -2.562 -1.360
H -1.545 -2.436 0.154
C 1.144 -0.348 0.390
O 1.290 0.608 -0.729
H 3.081 1.162 0.627
H 4.073 0.350 1.820
H 3.446 2.843 2.201
H 2.781 1.486 3.415
H 1.105 2.635 0.757
H 1.052 3.487 2.432
H -0.485 2.599 3.902
H 0.715 0.987 4.249

Cartesian forces (eV/Å) of the 3 atoms listed first:
C 1.641 -1.198 -2.086
H -0.110 0.635 1.009
O 2.566 3.230 2.359

E_tot = -1873.16985 Ha
spin multiplicity = 1
HOMO = -7.5 eV



What is the spin multiplicity in the eighth record? 1